2 unconnected molecules or ions with the total composition C27H25BF6N3O8S in a non-equilibrium geometry, computed with ωB97M-V/def2-TZVPD.

Net charge: -1
2S+1: 1
Energy above the lowest of the compared OMol25 structures with the same formula, charge and spin in kJ/mol: 58.2
HOMO in eV: -4.556
Maximum force in eV/A: 4.23
E in eV: -77067.118
HOMO-LUMO gap in eV: 6.16

```
71
C27H25BF6N3O8S (ωB97M-V/def2-TZVPD)
C 0.339 -0.800 5.426
C -0.991 -1.067 4.740
C -1.902 -1.890 5.644
C -1.722 0.289 4.484
O -1.255 0.940 3.296
B -1.170 0.046 2.235
C -2.000 0.261 0.996
C -2.942 1.304 0.996
C -4.088 1.163 0.232
C -4.199 0.046 -0.609
C -5.498 -0.156 -1.335
F -5.502 -1.279 -2.107
F -6.543 -0.259 -0.453
F -5.759 0.911 -2.153
C -3.149 -0.863 -0.792
C -2.003 -0.708 -0.020
C 1.979 1.915 1.105
C 2.088 1.288 2.518
C 0.882 2.860 0.850
C 0.411 3.012 -0.467
C -0.411 4.085 -0.804
C -0.806 4.983 0.204
C -0.551 4.687 1.548
C 0.257 3.595 1.874
O -0.333 -1.073 2.347
C -0.753 -1.884 3.423
H 0.989 -0.213 4.767
H 0.178 -0.254 6.360
H 0.826 -1.746 5.676
H -2.859 -2.071 5.126
H -1.445 -2.860 5.888
H -2.107 -1.355 6.586
H -2.803 0.104 4.363
H -1.580 0.987 5.318
H -2.773 2.172 1.636
H -4.902 1.894 0.323
H -3.240 -1.702 -1.489
H -1.136 -1.355 -0.152
H 2.081 1.144 0.304
H 1.882 0.213 2.466
H 3.113 1.458 2.850
H 1.362 1.707 3.254
H 0.662 2.235 -1.198
H -0.668 4.244 -1.858
H -1.284 5.938 -0.074
H -0.875 5.342 2.373
H 0.430 3.311 2.915
H 0.043 -2.621 3.577
H -1.687 -2.417 3.152
O 3.006 2.555 -3.330
S 3.790 2.076 -2.227
O 3.580 0.767 -1.625
C 5.613 2.167 -2.760
F 5.867 1.331 -3.780
F 5.901 3.432 -3.139
F 6.390 1.834 -1.705
C 3.670 3.261 -0.901
C 3.423 2.768 0.490
C 3.945 3.773 1.420
N 4.394 3.588 2.708
O 4.587 2.661 3.482
O 4.713 4.941 3.176
N 4.478 5.859 2.214
C 4.120 5.120 1.104
C 3.913 5.610 -0.219
N 3.860 7.011 -0.574
O 3.752 7.904 0.295
O 3.926 7.290 -1.798
C 3.804 4.609 -1.219
H 3.829 1.729 0.666
H 3.716 4.977 -2.240
```